The following is a DFT calculation (wB97M-V/def2-TZVPD) of C7H12 in the gas phase at a distorted geometry.

```
19
Properties=species:S:1:pos:R:3:forces:R:3:mulliken_charge:R:1
C -2.0153 -0.5755 0.6642 0.4 0.1 0.3 -0.885
C -1.1687 -0.1113 -0.2673 -0.4 0.4 0.0 0.650
C -1.7532 0.6250 -1.4627 -0.5 -1.2 0.1 -1.479
C 0.3029 -0.0193 -0.0609 0.2 -0.2 -0.1 0.506
C 1.1334 0.3666 -1.2686 -0.5 0.8 0.8 -1.207
C 0.8657 -0.3523 1.1107 -0.5 -0.2 -0.6 -0.090
C 2.2766 -0.0976 1.5236 0.2 0.3 -0.3 -1.415
H -1.7240 -0.5093 1.7047 0.1 -1.0 0.1 0.228
H -2.9897 -0.9853 0.4374 -0.3 0.8 -0.1 0.319
H -1.4837 0.1946 -2.4275 0.2 0.4 -0.1 0.296
H -2.8403 0.6078 -1.3807 0.0 -0.2 -0.1 0.415
H -1.4965 1.6769 -1.3446 0.3 0.0 -0.4 0.375
H 0.6605 1.2308 -1.7349 0.4 0.1 -0.2 0.320
H 2.1296 0.6226 -0.9190 0.2 0.1 -0.4 0.346
H 1.1910 -0.4155 -2.0228 0.0 -0.2 0.1 0.288
H 0.2053 -0.8897 1.7805 0.2 0.3 0.4 0.312
H 2.3545 -0.0995 2.6059 0.2 -0.2 0.1 0.355
H 2.9995 -0.7921 1.0872 -0.1 -0.2 0.2 0.314
H 2.6054 0.8885 1.1833 -0.1 0.0 0.1 0.353
```
Positions in Å, forces in eV/Å.

## Properties
* spin multiplicity: 1
* HOMO: -7.97 eV
* SMILES string: C=C(C)/C(C)=C/C
* F_max: 0.025 hartree/bohr
* total energy: -7451.847 eV
* total charge: 0
* orbital gap: 8.9 eV
* LUMO level: 0.97 eV

***

The following is a DFT calculation (wB97M-V/def2-TZVPD) of C7H12 in the gas phase at a distorted geometry.

```
19
Properties=species:S:1:pos:R:3:forces:R:3:mulliken_charge:R:1
C 2.3939 2.6524 -0.9909 -0.2 1.2 -0.2 -1.073
C 1.9975 1.2319 -0.6179 -0.4 1.8 -0.7 0.016
C 0.7024 0.8877 -0.6132 0.7 1.3 2.2 -0.408
C 0.1828 -0.2858 0.0270 -1.0 -1.2 0.8 -0.091
C -1.0976 -0.2736 0.4745 0.4 1.3 1.0 -0.503
C -2.1316 -1.2840 0.8834 3.7 -0.7 -0.1 -0.207
C -1.6548 -2.7020 0.4845 -2.6 -0.4 -1.0 -1.247
H 1.5690 3.3846 -0.7681 0.7 -0.7 -0.1 0.256
H 3.3026 3.0144 -0.4962 -0.3 -0.3 0.5 0.316
H 2.6715 2.8905 -2.0365 -0.4 -0.8 0.1 0.264
H 2.7938 0.6487 -0.2017 0.2 -0.8 -0.3 0.369
H -0.0499 1.6927 -0.6005 0.4 -0.2 -1.1 0.231
H 0.8917 -1.0674 0.3217 -0.4 -0.5 -1.0 0.285
H -1.4415 0.7248 0.7882 -0.3 0.2 -1.3 0.237
H -2.9960 -0.9256 0.3221 -0.5 -0.7 0.6 0.261
H -2.1783 -1.3164 1.9831 -0.8 0.5 -0.3 0.257
H -0.7724 -3.1899 0.8968 -0.1 0.6 0.5 0.334
H -1.6043 -2.8451 -0.6060 0.2 0.4 0.2 0.340
H -2.5787 -3.2377 0.7496 0.6 -0.9 0.1 0.363
```
Positions in Å, forces in eV/Å.

## Properties
* spin multiplicity: 1
* HOMO: -7.91 eV
* SMILES string: C/C=C/C=C/CC
* F_max: 0.074 hartree/bohr
* total energy: -7450.984 eV
* total charge: 0
* orbital gap: 8.9 eV
* LUMO level: 1.03 eV

***

The following is a DFT calculation (wB97M-V/def2-TZVPD) of a molecular structure, C7H12 at a distorted geometry.

```
19
Properties=species:S:1:pos:R:3:forces:R:3:mulliken_charge:R:1
C 2.4531 0.2567 -0.6946 0.1 0.1 0.0 -1.279
C 1.1203 -0.4779 -0.7621 0.0 0.1 0.1 -0.306
C 0.3855 -0.4933 0.5539 -0.6 1.5 -0.3 -0.373
C -0.6114 1.1824 0.8028 -0.5 0.0 -0.6 -0.927
C -1.7506 0.2121 0.8628 -0.4 0.2 0.1 -0.078
C -1.9842 -0.5254 -0.4130 -0.1 0.0 -0.1 -0.734
C -1.0062 -1.0732 0.5956 0.0 0.0 0.3 -0.161
H 2.9783 0.2469 -1.6555 -0.1 0.0 0.1 0.380
H 3.0998 -0.1923 0.0655 -0.1 0.1 -0.1 0.320
H 2.2918 1.3054 -0.4160 0.1 -0.1 0.0 0.285
H 0.4942 -0.0392 -1.5571 0.1 -0.1 0.0 0.205
H 1.2717 -1.5225 -1.0809 0.0 0.2 0.3 0.365
H 0.5370 0.3939 1.2658 1.1 -1.4 0.7 0.345
H -0.4309 1.7569 -0.1003 -0.4 0.1 -0.1 0.354
H -0.5276 1.8420 1.6888 0.5 -0.7 -0.3 0.407
H -2.5201 0.2948 1.6191 -0.1 0.1 -0.1 0.368
H -2.9377 -1.0390 -0.4899 0.2 0.0 0.1 0.278
H -1.6361 -0.0976 -1.3523 0.0 0.0 0.2 0.155
H -1.2268 -2.0307 1.0674 0.1 0.2 -0.1 0.397
```
Positions in Å, forces in eV/Å.

## Properties
* spin multiplicity: 1
* HOMO: -7.70 eV
* F_max: 0.037 hartree/bohr
* total energy: -7449.098 eV
* total charge: 0
* orbital gap: 8.8 eV
* LUMO level: 1.13 eV

***

The following is a DFT calculation (wB97M-V/def2-TZVPD) of C7H12 in the gas phase at a distorted geometry.

```
19
Properties=species:S:1:pos:R:3:forces:R:3:mulliken_charge:R:1
C -1.5818 0.2357 -0.3672 0.6 -0.8 -0.7 -1.442
C -0.2938 -0.8986 -0.3642 -1.0 1.0 -0.9 -0.189
C -0.3691 -1.6095 0.9671 -1.1 1.0 -0.2 -0.550
C -0.2890 -0.4809 1.6822 0.5 -0.4 1.6 -0.319
C 0.7876 0.4509 1.1418 -0.1 0.1 0.1 -0.748
C 1.0449 -0.1488 -0.2670 -0.4 0.1 0.0 0.318
C 1.2340 0.8323 -1.4113 0.0 0.2 0.0 -1.566
H -1.7118 0.5802 -1.3896 -0.2 0.0 -0.3 0.428
H -1.5696 1.1813 0.2407 0.8 -1.1 -0.2 0.294
H -2.5180 -0.2484 -0.0388 0.5 -0.2 -0.3 0.386
H -0.5142 -1.5146 -1.2282 0.4 -0.1 -0.4 0.520
H -1.0045 -2.4676 1.1638 -0.2 0.3 0.0 0.336
H -1.0953 -0.1782 2.3339 0.7 -0.1 1.4 0.368
H 1.6274 0.3568 1.8402 0.1 0.2 -0.3 0.349
H 0.5232 1.5111 1.0723 -0.1 -0.2 0.1 0.313
H 1.9165 -0.8278 -0.2364 -0.6 0.0 0.0 0.410
H 0.3888 1.5252 -1.4523 0.2 0.0 -0.1 0.349
H 2.1563 1.4138 -1.3232 -0.1 0.0 0.0 0.397
H 1.2684 0.2872 -2.3638 0.0 0.1 0.2 0.347
```
Positions in Å, forces in eV/Å.

## Properties
* spin multiplicity: 1
* HOMO: -8.11 eV
* SMILES string: C[C@@H]1C=CC[C@@H]1C
* F_max: 0.033 hartree/bohr
* total energy: -7450.554 eV
* total charge: 0
* orbital gap: 9.2 eV
* LUMO level: 1.14 eV

***

The following is a DFT calculation (wB97M-V/def2-TZVPD) of a molecular structure, C7H12AlFNO2 at a distorted geometry.

```
24
Properties=species:S:1:pos:R:3:forces:R:3:mulliken_charge:R:1
C 2.2850 -0.5670 1.5350 -1.2 0.9 0.5 -0.874
C 2.1945 -0.4630 -0.0907 3.9 -4.3 -0.6 0.510
N 2.9107 -1.1570 -0.9103 -5.3 5.3 2.4 -0.126
C 1.0475 0.5978 -0.6566 -0.9 1.4 -1.4 -0.637
C -0.3566 0.3357 0.0948 1.1 -0.7 1.8 -0.042
O -1.3278 1.3456 -0.3903 0.8 -1.0 -0.9 -0.285
C -1.0068 2.6737 0.1209 0.7 4.9 4.4 -0.021
O -1.0328 3.0113 1.3100 -0.2 -2.9 -5.2 -0.261
C -0.9111 -1.1639 0.0090 -1.2 -0.4 -0.3 -0.017
C -2.5306 -1.2379 -0.1701 1.9 -0.4 1.4 -0.746
F -0.3663 -1.9298 -1.0842 -0.6 1.8 1.7 -0.296
H 1.4413 -1.2937 1.8587 1.5 0.9 -0.7 0.297
H 3.3179 -0.9028 1.8911 -1.3 0.4 -0.8 0.407
H 1.9856 0.4799 1.9203 0.8 -1.6 -0.5 0.363
H 2.6686 -0.9596 -1.9165 1.4 -1.3 -0.2 0.372
H 1.4994 1.6448 -0.4523 -0.6 -1.7 0.1 0.454
H 0.9467 0.5354 -1.8090 0.3 -0.3 1.9 0.475
H -0.2264 0.5709 1.2221 -0.3 -0.4 -1.8 0.447
H -0.6426 3.4727 -0.6372 -0.9 -1.7 0.5 0.430
H -0.6496 -1.6753 1.0150 -0.4 0.6 -1.7 0.392
H -2.8249 -2.3361 0.0214 0.0 1.7 -0.7 0.452
H -2.7103 -1.0083 -1.3060 -0.2 -1.6 1.2 0.251
H -3.0569 -0.4906 0.5153 0.4 -1.1 -1.0 0.417
Al -2.6544 0.5169 -2.0903 0.2 1.5 0.0 1.037
```
Positions in Å, forces in eV/Å.

## Properties
* spin multiplicity: 1
* HOMO: -21.50 eV
* F_max: 0.153 hartree/bohr
* total energy: -22310.858 eV
* total charge: +3
* orbital gap: 2.9 eV
* LUMO level: -18.58 eV

***

The following is a DFT calculation (wB97M-V/def2-TZVPD) of 2 unconnected molecules or ions with the total composition C7H12BrN at a distorted geometry.

```
21
Properties=species:S:1:pos:R:3:forces:R:3:mulliken_charge:R:1
C -0.5484 -1.9300 1.8839 0.3 1.9 -2.4 -0.826
C -0.4554 -2.0268 0.5391 0.0 0.9 1.4 -0.334
C -0.7660 -0.8248 -0.3362 -1.7 -1.3 0.8 0.706
C -1.8444 -1.1602 -1.4219 3.0 1.8 -0.9 -1.240
N -0.2686 0.2836 -0.0207 0.3 -0.3 0.6 -0.117
C -0.5550 1.5354 -0.6355 -1.0 1.1 1.1 -1.030
H -0.3384 -2.5705 2.6732 0.3 -1.9 0.7 0.340
H -0.7016 -0.9338 2.2625 -0.4 0.4 0.0 0.221
H -0.1773 -2.9140 0.0107 -0.1 -0.7 -0.1 0.336
H -1.3554 -0.6224 -2.2963 -1.2 -0.7 0.4 0.348
H -2.8408 -0.7758 -1.2485 -0.1 0.0 0.2 0.287
H -1.8020 -2.2157 -1.6324 -0.3 -0.3 0.0 0.366
H -1.1537 2.1821 0.1608 1.5 -1.0 -1.5 0.261
H 0.4460 2.0128 -0.8788 -1.5 -0.2 0.0 0.256
H -1.2750 1.4090 -1.4562 0.5 0.5 -0.4 0.429
C 3.5153 1.1624 1.6370 -2.8 0.5 0.9 -0.614
C 2.6275 0.6221 0.8346 -2.4 1.1 1.2 -0.022
Br 2.9752 -0.4629 -0.6848 -0.1 0.4 0.5 -0.135
H 4.4778 1.0137 1.4294 4.0 -0.3 -0.2 0.340
H 3.1701 1.7437 2.5216 0.4 -0.5 -0.9 0.235
H 1.5652 0.8961 1.1457 1.2 -1.3 -1.4 0.192
```
Positions in Å, forces in eV/Å.

## Properties
* spin multiplicity: 1
* HOMO: -9.12 eV
* SMILES string: C=C/C(C)=N/C.C=CBr
* F_max: 0.079 hartree/bohr
* total energy: -78982.981 eV
* total charge: 0
* orbital gap: 9.9 eV
* LUMO level: 0.81 eV

***

Which formula does entry 3 have?
C7H12

***

Among the records above, which one has the highest HOMO?
number 3

***

Among the records above, which one has the lowest orbital gap?
C7H12AlFNO2